1.
Here is 2 unconnected molecules or ions with the total composition C3H11N2O2 from the Open Molecules 2025 dataset. Energies are from ωB97M-V/def2-TZVPD.

Atoms and positions in Å:
1 N -1.496 -0.936 -1.564
2 C -1.334 -0.108 -0.324
3 C -0.508 -0.858 0.656
4 N 0.215 -0.295 1.656
5 C 0.738 1.075 1.593
6 O -0.491 -2.071 0.489
7 H -0.587 -0.934 -2.021
8 H -2.238 -0.627 -2.192
9 H -1.774 -1.874 -1.258
10 H -1.110 0.905 -0.671
11 H -2.309 0.094 0.147
12 H 0.891 -0.936 2.021
13 H 1.303 1.297 0.692
14 H 1.391 1.259 2.450
15 H -0.054 1.775 1.851
16 H 1.955 0.659 -0.556
17 H 3.176 0.653 -1.529
18 O 2.235 0.921 -1.442

Force components x, y, z for each atom (eV/Å):
N -0.508 -0.071 0.897
C -1.877 2.196 -0.412
C 1.722 -1.533 0.522
N 0.075 1.068 -1.013
C -0.453 0.266 1.304
O -0.394 0.018 -0.123
H -0.012 -0.438 -0.426
H 0.219 0.473 -0.038
H 0.653 -0.352 0.015
H 0.921 -0.210 0.299
H -0.029 -0.603 -0.226
H -0.063 -0.679 0.369
H -0.429 0.417 0.190
H 0.232 -0.514 -0.191
H -0.180 0.238 -0.815
H 0.589 -0.116 -0.438
H -0.853 0.218 0.150
O 0.386 -0.379 -0.065

HOMO = -14.342 eV
E_LUMO = -0.134 hartree
net charge = +1


2.
Here is C18H19N3O5S in the gas phase from the Open Molecules 2025 dataset. Energies are from ωB97M-V/def2-TZVPD.

Atoms and positions in Å:
1 C -4.232 -1.387 2.571
2 C -3.577 -1.482 1.227
3 C -3.128 -0.347 0.572
4 C -2.520 -0.423 -0.678
5 C -2.399 -1.649 -1.333
6 C -2.845 -2.782 -0.661
7 C -3.413 -2.710 0.596
8 H -3.748 -3.612 1.087
9 H -2.753 -3.743 -1.146
10 C -1.847 -1.758 -2.718
11 H -0.769 -1.601 -2.707
12 H -2.282 -0.993 -3.360
13 H -2.059 -2.738 -3.138
14 N -2.074 0.788 -1.254
15 C -0.810 1.030 -1.673
16 O 0.065 0.189 -1.750
17 C -0.570 2.470 -2.117
18 H -1.278 3.151 -1.648
19 H -0.705 2.500 -3.201
20 C 0.855 2.898 -1.779
21 N 0.927 3.406 -0.422
22 S 0.328 2.594 0.897
23 O 0.862 3.296 2.025
24 O -1.100 2.503 0.778
25 C 1.001 0.931 0.863
26 C 0.168 -0.113 1.219
27 C 0.588 -1.431 1.127
28 C 1.874 -1.642 0.672
29 C 2.723 -0.571 0.349
30 C 2.306 0.738 0.439
31 H 2.955 1.560 0.189
32 O 3.929 -1.057 -0.058
33 C 3.874 -2.419 -0.015
34 O 4.769 -3.151 -0.315
35 N 2.620 -2.775 0.438
36 H 2.317 -3.728 0.538
37 H -0.070 -2.246 1.378
38 H -0.831 0.121 1.547
39 H 1.813 3.820 -0.182
40 H 1.171 3.710 -2.440
41 H 1.518 2.034 -1.933
42 H -2.582 1.601 -0.932
43 H -3.229 0.624 1.038
44 H -3.966 -0.458 3.068
45 H -5.317 -1.414 2.459
46 H -3.942 -2.224 3.203

Force components x, y, z for each atom (eV/Å):
C -0.072 -0.001 -0.041
C 0.027 0.011 -0.048
C -0.016 -0.093 -0.111
C -0.071 -0.343 0.085
C 0.043 0.098 -0.040
C 0.012 0.050 0.056
C 0.021 0.036 0.043
H -0.039 -0.102 0.060
H 0.009 -0.084 -0.079
C 0.160 -0.036 0.000
H -0.024 -0.033 -0.093
H -0.006 0.042 -0.112
H -0.075 -0.039 -0.055
N -0.601 -0.007 0.010
C 0.142 0.162 -0.442
O -0.074 0.029 -0.132
C 0.324 -0.093 -0.049
H -0.077 0.038 -0.127
H -0.038 -0.039 0.043
C -0.218 -0.332 -0.450
N -0.102 -0.262 0.779
S 0.464 0.264 0.340
O 0.269 0.001 -0.039
O 0.045 -0.203 -0.188
C -0.408 0.578 0.058
C -0.095 0.150 0.102
C 0.277 -0.004 -0.037
C -0.035 0.649 0.008
C -1.008 0.090 0.344
C 0.471 -0.427 -0.084
H 0.136 0.099 -0.094
O 0.336 0.328 -0.136
C 0.022 -0.978 0.047
O 0.186 0.143 -0.088
N -0.034 0.119 -0.009
H 0.163 0.031 -0.052
H -0.121 -0.099 0.040
H -0.107 -0.074 0.006
H 0.125 0.130 0.150
H -0.038 -0.078 0.124
H -0.089 0.189 -0.047
H 0.171 -0.057 -0.117
H 0.027 0.112 0.111
H -0.010 0.042 0.095
H -0.067 0.011 0.079
H -0.003 -0.018 0.088

SMILES string = Cc1ccc(C)c(NC(=O)CCNS(=O)(=O)c2ccc3[nH]c(=O)oc3c2)c1
HOMO = -8.723 eV
E_LUMO = 0.018 hartree
net charge = 0


3.
Here is C16H25NO3 in the gas phase from the Open Molecules 2025 dataset. Energies are from ωB97M-V/def2-TZVPD.

Atoms and positions in Å:
1 C -5.180 -2.884 0.506
2 C -5.688 -1.509 0.921
3 C -4.895 -0.353 0.309
4 C -3.437 -0.282 0.784
5 C -2.430 -0.842 -0.226
6 C -2.186 0.128 -1.389
7 C -1.429 1.350 -0.913
8 O -1.973 2.437 -0.865
9 C -0.054 1.172 -0.440
10 C 0.527 2.074 0.462
11 N 1.765 1.646 0.732
12 C 2.045 0.502 0.019
13 C 0.922 0.176 -0.726
14 C 0.834 -0.963 -1.682
15 H 1.807 -1.433 -1.776
16 H 0.121 -1.711 -1.339
17 H 0.519 -0.611 -2.663
18 C 3.370 -0.066 0.205
19 O 4.186 0.441 0.949
20 O 3.607 -1.176 -0.512
21 C 4.889 -1.782 -0.344
22 C 4.921 -2.687 0.879
23 H 5.884 -3.184 0.939
24 H 4.772 -2.096 1.780
25 H 4.135 -3.436 0.814
26 H 5.644 -0.995 -0.252
27 H 5.054 -2.352 -1.261
28 H 2.440 2.070 1.350
29 C -0.037 3.297 1.078
30 H -1.099 3.168 1.269
31 H 0.483 3.537 2.003
32 H 0.059 4.137 0.390
33 H -1.630 -0.369 -2.181
34 H -3.140 0.468 -1.794
35 H -2.796 -1.789 -0.624
36 H -1.484 -1.031 0.286
37 H -3.169 0.756 0.987
38 H -3.342 -0.829 1.724
39 H -5.403 0.578 0.570
40 H -4.927 -0.441 -0.778
41 H -6.732 -1.412 0.613
42 H -5.659 -1.427 2.010
43 H -5.821 -3.662 0.916
44 H -5.180 -2.980 -0.578
45 H -4.170 -3.053 0.871

Force components x, y, z for each atom (eV/Å):
C -0.148 0.164 0.151
C 0.065 0.013 -0.236
C -0.051 0.018 0.324
C 0.005 -0.077 -0.169
C -0.021 0.073 0.082
C -0.138 0.023 0.082
C -0.129 -0.257 -0.261
O -0.096 0.127 0.026
C 0.388 0.391 0.315
C -0.257 -0.145 -0.119
N 0.113 0.027 0.041
C -0.383 -0.173 -0.272
C 0.429 0.039 0.238
C 0.067 -0.071 -0.048
H -0.085 -0.064 -0.083
H -0.086 -0.082 -0.036
H -0.036 -0.051 -0.064
C 0.263 0.057 0.090
O -0.049 -0.105 -0.067
O -0.358 0.158 0.004
C 0.549 -0.141 0.227
C -0.171 0.288 -0.252
H 0.104 -0.080 0.027
H 0.020 0.002 0.076
H -0.027 -0.102 0.009
H -0.104 -0.157 -0.109
H -0.021 0.111 0.092
H -0.084 -0.012 -0.031
C -0.018 0.117 0.028
H 0.016 0.043 0.039
H 0.032 0.036 0.076
H -0.048 0.059 0.015
H 0.024 -0.012 -0.065
H 0.079 0.040 -0.062
H 0.050 -0.070 0.014
H 0.029 -0.109 -0.050
H 0.020 0.022 0.108
H 0.015 0.027 0.079
H -0.015 0.029 -0.105
H -0.044 0.065 -0.112
H -0.032 0.007 0.086
H -0.063 0.044 0.035
H 0.011 -0.130 0.008
H 0.040 -0.059 -0.127
H 0.145 -0.087 -0.003

SMILES string = CCCCCCC(=O)c1c(C)[nH]c(C(=O)OCC)c1C
HOMO = -8.511 eV
E_LUMO = 0.028 hartree
net charge = 0


> What is the formula in the second record?

C18H19N3O5S